Record 1
Computed, not measured: C5H8N2O2S as an isolated structure, with ωB97M-V with the def2-TZVPD basis set.

Geometry (Å):
1 S 0.72 -1.03 -1.47
2 O 2.01 -1.65 -1.65
3 O 0.31 -0.16 -2.54
4 N -1.84 0.07 0.04
5 N -1.36 1.17 -0.13
6 C -0.79 -0.94 0.36
7 C 0.36 2.13 1.38
8 C 0.58 -0.20 0.12
9 C -0.64 -2.10 -0.75
10 C 0.05 1.34 0.11
11 H 1.33 2.65 1.39
12 H 0.45 1.40 2.14
13 H 1.31 -0.46 0.75
14 H 0.47 1.75 -0.80
15 H -1.41 -2.34 -1.46
16 H -1.09 -1.52 1.30
17 H -0.08 -2.96 -0.37
18 H -0.38 2.85 1.58

**Spin multiplicity**: 1
**Total charge**: 0
**Highest occupied orbital energy**: -0.35849 Eh
**LUMO energy**: 0.42 eV
**Energy above the lowest of the compared OMol25 structures with the same formula, charge and spin**: 386.7 kJ/mol

So, what does the natural (NBO) scheme give us? The charges, in e, come out as: atom 1 (S): 2.1418, atom 2 (O): -0.9222, atom 3 (O): -0.9279, atom 4 (N): -0.1007, atom 5 (N): -0.0826, atom 6 (C): -0.1547, atom 7 (C): -0.6155, atom 8 (C): -0.5212, atom 9 (C): -0.6104, atom 10 (C): -0.1030, atom 11 (H): 0.2285, atom 12 (H): 0.2077, atom 13 (H): 0.2386, atom 14 (H): 0.2442, atom 15 (H): 0.2542, atom 16 (H): 0.2447, atom 17 (H): 0.2434, atom 18 (H): 0.2351

Record 2
Computed, not measured: a single C5H8N2O2S molecule, with ωB97M-V with the def2-TZVPD basis set.

Geometry (Å):
1 S 2.87 -0.35 0.14
2 O 0.27 -2.24 0.36
3 O -0.49 -0.91 -1.43
4 N -1.78 0.87 -0.63
5 N -1.69 -1.11 0.58
6 C 1.94 -1.56 -1.00
7 C -0.91 -2.11 0.92
8 C -2.10 1.85 0.36
9 C 0.52 -1.66 -0.77
10 C -1.42 -0.44 -0.49
11 H -1.25 2.56 0.36
12 H 2.27 -1.17 -2.01
13 H -1.20 -2.83 1.67
14 H 2.44 -2.58 -0.80
15 H 2.98 -1.14 1.25
16 H -2.13 1.24 1.32
17 H -2.92 2.46 0.07
18 H -2.01 1.18 -1.62

**Spin multiplicity**: 1
**Total charge**: 0
**Highest occupied orbital energy (alpha / beta)**: -0.23484 / -0.24595 Eh
**LUMO energy (alpha / beta)**: 0.55 / 0.62 eV
**Energy above the lowest of the compared OMol25 structures with the same formula, charge and spin**: 497.7 kJ/mol

So, what does the natural (NBO) scheme give us? The charges, in e, come out as: atom 1 (S): -0.1263, atom 2 (O): -0.4074, atom 3 (O): -0.5200, atom 4 (N): -0.6030, atom 5 (N): -0.5455, atom 6 (C): -0.5659, atom 7 (C): 0.2268, atom 8 (C): -0.4080, atom 9 (C): 0.4859, atom 10 (C): 0.6407, atom 11 (H): 0.1896, atom 12 (H): 0.2483, atom 13 (H): 0.1819, atom 14 (H): 0.2506, atom 15 (H): 0.1284, atom 16 (H): 0.2337, atom 17 (H): 0.2013, atom 18 (H): 0.3890

Number 1: largest force on an atom 0.1124 hartree/bohr. Number 2: largest force on an atom 0.0761 hartree/bohr.